Entry 1:
Formula: C22H28N2O4
Source: OMol25
Level of theory: ωB97M-V/def2-TZVPD

XYZ file:
```
56
Properties=species:S:1:pos:R:3
C -1.1179 -3.2945 0.7679
O -0.5055 -2.5169 -0.2280
C 0.8071 -2.1798 -0.0624
C 1.5988 -2.5539 1.0084
C 2.9228 -2.1466 1.0879
C 3.4809 -1.3715 0.0912
C 4.8694 -0.8119 0.2233
C 4.8042 0.5109 1.0126
N 3.8195 1.3945 0.4432
C 2.5713 1.4914 0.9196
O 2.1872 1.1329 2.0190
C 1.6208 2.1534 -0.0821
O 1.9694 2.4017 -1.2277
N 0.4189 2.3757 0.4445
C -0.7131 2.9194 -0.2728
C -1.9326 2.0560 -0.0906
C -3.0870 2.5609 0.4890
C -4.1965 1.7523 0.6632
C -4.1799 0.4203 0.2719
C -5.3958 -0.4515 0.4681
C -5.9255 -0.9508 -0.8778
C -5.0781 -1.6266 1.3950
C -3.0182 -0.0805 -0.3047
C -1.9104 0.7236 -0.4843
C 2.6938 -1.0048 -0.9987
C 1.3690 -1.3884 -1.0877
O 0.5259 -1.0454 -2.1019
C 1.0133 -0.2074 -3.1253
H -2.1351 -3.4720 0.4216
H -0.6141 -4.2584 0.8975
H -1.1495 -2.7681 1.7278
H 1.1911 -3.1537 1.8059
H 3.5131 -2.4338 1.9446
H 5.5205 -1.5052 0.7562
H 5.2954 -0.6214 -0.7639
H 5.7802 1.0036 1.0172
H 4.4879 0.3153 2.0396
H 3.9305 1.6863 -0.5215
H 0.2927 2.0658 1.4014
H -0.4183 2.9675 -1.3262
H -0.9149 3.9375 0.0806
H -3.1235 3.5948 0.8032
H -5.0883 2.1653 1.1138
H -6.1784 0.1534 0.9402
H -6.1562 -0.1103 -1.5287
H -5.1875 -1.5755 -1.3744
H -6.8312 -1.5359 -0.7331
H -5.9754 -2.2127 1.5821
H -4.6948 -1.2659 2.3471
H -4.3300 -2.2766 0.9488
H -2.9634 -1.1092 -0.6247
H -1.0247 0.3062 -0.9361
H 3.1295 -0.4009 -1.7793
H 0.1665 -0.0385 -3.7889
H 1.3638 0.7520 -2.7319
H 1.8199 -0.6898 -3.6870
```

Electronic energy   -1265.636028 a.u.
Structure (SMILES)   COc1ccc(CCNC(=O)C(=O)NCc2ccc(C(C)C)cc2)cc1OC
Frontier orbital gap   8.75 eV
Total charge   0
E_HOMO   -0.2920 Ha

Entry 2:
Formula: H35O18
Source: OMol25
Level of theory: ωB97M-V/def2-TZVPD

XYZ file:
```
53
Properties=species:S:1:pos:R:3
O 1.4483 -0.6290 -1.1346
H 3.8686 -0.5401 -2.5176
H -3.0232 -2.6413 2.3058
O 0.2982 3.0306 -1.1707
H 0.8119 2.8129 -1.8765
O 0.6451 2.0859 3.8077
H -0.2275 2.2361 3.6358
H 0.8778 1.4453 3.1644
O 2.0524 -3.1411 -2.3136
H -3.6651 0.4741 4.7120
H 1.4184 -3.7159 -1.7111
O -1.4664 -1.9491 -0.6701
H -2.0147 -1.1449 -0.7279
H 1.1827 -0.7472 -2.1029
O -0.6368 0.6679 -4.4670
H -0.5269 -0.3412 -3.9302
H -0.6537 1.2664 -3.7356
O 4.3663 -0.8350 -3.1933
H 3.8479 -0.6615 0.2978
H 4.6739 -1.7879 -2.7160
O -0.6265 -1.3605 -3.1155
H 3.1946 3.6230 3.1684
H 3.2178 0.1605 -0.6543
O -5.3730 -0.1577 0.8819
H -5.0383 -0.9510 1.2603
H -6.3078 -0.2853 1.0927
O 0.5612 3.5326 1.6215
H 0.4026 3.0114 0.7306
H 1.5751 3.5525 1.5142
O 4.0452 0.0953 -0.2182
H 3.4388 0.3909 3.8964
H -0.9077 -2.1936 -3.5884
O 2.8965 -0.1111 3.1619
H 3.6337 -0.5350 2.7692
H 1.6317 -2.3980 -2.2560
O 1.6053 1.5098 -4.4089
H -0.0699 3.8542 -1.4294
H 1.5965 2.1503 -5.1955
O -3.8715 -2.5826 1.8298
H -1.0317 -1.9996 -1.6046
H -4.0979 -3.3507 1.3420
O -3.9792 -0.3181 5.0432
H 0.6873 0.0377 -0.8293
H -4.2191 -0.7313 4.2240
O 3.2759 2.9121 2.4723
H 1.1257 0.8252 -4.9841
H 2.8444 2.1508 2.8167
O -2.7958 2.0174 2.4998
H -3.4068 1.4199 1.8993
H -2.4195 2.3249 1.6633
O -1.4862 -4.5349 -0.3634
H -1.0374 -3.6997 -0.1200
H -2.3412 -4.2442 -0.7762
```

Electronic energy   -1375.231344 a.u.
Frontier orbital gap   7.81 eV
Total charge   -1
E_HOMO   -0.2093 Ha

Entry 3:
Formula: C3H7N2O2
Source: OMol25
Level of theory: ωB97M-V/def2-TZVPD

XYZ file:
```
14
Properties=species:S:1:pos:R:3
C 2.1778 0.0636 0.1623
C -1.0759 1.5448 0.6272
C -0.3249 -1.7749 -0.4998
N -0.7631 0.5243 -0.3513
N -0.2034 -0.6134 0.3280
O 2.0434 1.0003 -0.5466
O 2.7908 -0.7293 0.7863
H -1.4588 2.4290 0.1086
H -1.8444 1.1542 1.2957
H -0.2128 1.8410 1.2431
H -0.7353 -1.5539 -1.5002
H 0.6463 -2.2809 -0.6406
H -0.9990 -2.5239 -0.0301
H -0.0406 0.9190 -0.9827
```

Electronic energy   -378.470820 a.u.
Frontier orbital gap   5.77 eV
Total charge   -1
E_HOMO   -0.0628 Ha

Entry 4:
Formula: C33H31BF4N2O7SSr
Source: OMol25
Level of theory: ωB97M-V/def2-TZVPD

XYZ file:
```
80
Properties=species:S:1:pos:R:3
Sr -1.3121 0.5722 1.2091
C 0.9564 -1.9819 -2.8703
O 0.8731 -0.6245 -3.2568
C -0.4017 -0.0871 -3.3736
C -0.8276 0.0990 -4.6614
C -2.0279 0.7149 -4.9560
C -2.8583 1.0334 -3.8695
C -2.4876 0.7308 -2.5509
C -3.4667 1.1648 -1.5728
N -3.4258 1.1195 -0.3151
N -4.5798 1.6032 0.2737
C -4.5012 1.3620 1.6046
O -3.4863 0.8515 2.1369
C -5.7070 1.6753 2.4663
C -5.7229 1.0920 3.7706
C -6.8112 1.2522 4.6268
C -7.9576 1.8563 4.1956
C -7.9828 2.5017 2.9945
C -6.9028 2.3978 2.1114
C -1.1636 0.2354 -2.2634
O -0.6624 0.0897 -1.1082
H 0.6723 -2.6119 -3.7542
H 0.4232 -2.3191 -1.9960
H 1.9800 -2.2721 -2.7764
H -0.2244 -0.3146 -5.4862
H -2.3534 0.9712 -5.9497
H -3.8972 1.3044 -4.0716
H -4.3604 1.5635 -2.0178
H -4.8415 0.4627 3.8326
H -6.9019 0.6363 5.3831
H -8.7984 2.0241 4.9225
H -8.8225 2.9114 2.5085
H -6.9769 2.5005 1.0197
O 0.8595 -0.7821 0.7535
C 1.1528 -1.8696 1.6470
C 0.1128 -2.0585 2.8177
O 0.2451 -3.0879 3.4422
O -0.7475 -1.1185 2.9323
C 1.1618 -3.0391 0.7131
C -0.0654 -3.5336 0.3574
C -0.0782 -4.6122 -0.5489
C 1.1650 -5.0579 -1.0958
C 2.4162 -4.5168 -0.7213
C 2.3936 -3.4787 0.1964
C 2.4838 -1.4696 2.2617
C 3.0154 -0.1866 2.1423
C 4.1031 0.1677 2.8855
C 4.6675 -0.6711 3.7686
C 4.1489 -1.9403 3.8868
C 3.0831 -2.3709 3.1202
H 0.3163 -0.9705 -0.0809
H -0.9392 -3.2228 0.8784
H -0.9581 -5.1450 -0.8218
H 1.0085 -5.8584 -1.9177
H 3.3638 -4.7428 -1.2457
H 3.3558 -3.0363 0.4573
H 2.4344 0.5288 1.5639
H 4.5789 1.1470 2.7772
H 5.5241 -0.3732 4.3923
H 4.5050 -2.6403 4.6817
H 2.6703 -3.3445 3.2972
F 0.4909 3.4001 -0.6256
B 0.6422 3.6987 0.7607
F 0.4620 5.0576 0.9431
F 1.8834 3.2916 1.1999
F -0.4344 2.9172 1.3508
O 5.6791 0.9328 -3.6807
S 5.1800 0.7355 -2.2972
C 5.0132 2.4070 -1.5818
C 3.9666 3.0310 -2.4668
C 2.8839 1.9066 -2.4871
C 3.4516 0.5588 -2.3487
H 5.9427 2.8322 -1.7089
H 4.7730 2.3825 -0.5320
H 4.4080 3.3306 -3.3955
H 3.5162 3.9824 -2.0399
H 2.3414 2.0465 -3.4090
H 2.1726 2.2359 -1.6985
H 3.1014 0.0096 -3.2430
H 3.1060 0.0122 -1.4866
```

Electronic energy   -2765.915291 a.u.
Frontier orbital gap   6.64 eV
Total charge   -2
E_HOMO   -0.0902 Ha

Entry 5:
Formula: C20H33N3O4S
Source: OMol25
Level of theory: ωB97M-V/def2-TZVPD

XYZ file:
```
61
Properties=species:S:1:pos:R:3
C 0.4722 -4.5752 4.2996
C 1.3202 -3.8528 3.2670
N 1.6989 -4.7098 2.1433
S 0.8391 -4.8468 0.7884
O 1.1097 -6.1460 0.2465
O -0.5061 -4.4033 1.0413
C 1.5342 -3.6712 -0.3646
C 1.3311 -2.2420 0.1111
O 2.0822 -1.7798 0.9564
N 0.3135 -1.5321 -0.4306
C -0.6859 -2.1166 -1.3169
C 0.1484 -0.1576 0.0242
C -0.7048 0.0240 1.3073
C -1.6203 -1.1475 1.6283
N -1.4626 1.2595 1.2101
C -0.9918 2.4485 1.6730
O 0.0086 2.5467 2.3609
C -1.7755 3.6705 1.2401
C -0.8892 4.5589 0.3517
C -1.6433 5.8124 -0.0832
C -0.3462 3.7632 -0.8177
C -1.1688 3.3415 -1.8605
C -0.6620 2.5869 -2.9081
C 0.6833 2.2285 -2.9492
C 1.2248 1.3743 -4.0661
C 1.0149 -0.1160 -3.7963
C 1.5007 2.6428 -1.9047
C 0.9939 3.3950 -0.8541
H 0.2341 -3.9059 5.1275
H -0.4591 -4.9200 3.8510
H 1.0006 -5.4396 4.7062
H 0.7910 -2.9943 2.8608
H 2.2404 -3.4633 3.7028
H 2.3155 -5.4911 2.3044
H 2.6019 -3.8709 -0.4139
H 1.0677 -3.9042 -1.3190
H -1.1905 -2.9621 -0.8496
H -1.4277 -1.3532 -1.5386
H -0.2474 -2.4303 -2.2661
H 1.1335 0.2731 0.1868
H -0.3205 0.3959 -0.7934
H -0.0213 0.1684 2.1432
H -1.0672 -2.0826 1.6956
H -2.1211 -0.9677 2.5793
H -2.3920 -1.2793 0.8639
H -2.2163 1.2906 0.5423
H -2.6863 3.3925 0.7017
H -2.0670 4.2229 2.1352
H -0.0352 4.8566 0.9637
H -1.0094 6.4544 -0.6953
H -2.5302 5.5618 -0.6686
H -1.9712 6.3829 0.7873
H -2.2185 3.6145 -1.8661
H -1.3192 2.2819 -3.7158
H 0.7374 1.6468 -5.0050
H 2.2901 1.5773 -4.1931
H 1.4276 -0.7272 -4.6003
H 1.4944 -0.4101 -2.8598
H -0.0499 -0.3419 -3.7113
H 2.5513 2.3736 -1.9112
H 1.6456 3.6946 -0.0418
```

Electronic energy   -1645.362990 a.u.
Structure (SMILES)   CCNS(=O)(=O)CC(=O)N(C)C[C@H](C)NC(=O)C[C@H](C)c1ccc(CC)cc1
Frontier orbital gap   9.62 eV
Total charge   0
E_HOMO   -0.3330 Ha

Entry 6:
Formula: C28H33FN6O4
Source: OMol25
Level of theory: ωB97M-V/def2-TZVPD

XYZ file:
```
72
Properties=species:S:1:pos:R:3
C 1.5539 3.9100 -1.5674
C 0.0994 3.1010 -1.7326
C -0.5402 3.2332 -3.2429
F 0.2131 4.2015 -4.1251
C -0.8080 1.7750 -3.9870
C -1.5966 2.1639 -5.4105
N -2.3771 2.5365 -6.4045
C -1.8419 0.8657 -3.0985
C -3.2955 1.5526 -2.7887
O -3.3308 2.4532 -1.6260
C -4.4937 3.3549 -1.9216
C -4.3675 4.7820 -2.7407
O -5.6945 2.8766 -1.4966
C 0.5570 0.9902 -4.4401
N 1.8525 1.6722 -4.0608
C 0.5752 0.8929 -6.1101
N 0.5973 0.8372 -7.4215
C 0.6689 -0.5664 -3.9139
C 1.0623 -0.7231 -2.3252
O 2.2552 -0.3478 -1.7850
O 0.1230 -1.3587 -1.3422
H 1.5165 4.9979 -2.0335
H 2.4456 3.2766 -2.0452
H 1.8572 4.0472 -0.4262
H -0.5942 3.5536 -0.8867
H 0.3499 1.9781 -1.4476
H -1.6070 3.7489 -3.0951
H -2.0758 -0.2044 -3.5715
H -1.3178 0.7030 -2.0384
H -4.0394 0.6551 -2.5310
H -3.7849 2.1229 -3.6852
H -3.2564 5.1831 -2.8208
H -4.7376 4.5688 -3.8537
H -5.0906 5.5800 -2.2583
H 1.9988 2.4746 -4.7434
H 2.6059 0.9680 -4.2532
H 1.5794 -1.0442 -4.5209
H -0.2690 -1.2380 -4.2139
H 0.0263 -0.7787 -0.5290
C 5.7698 2.5766 2.7273
C 5.2466 1.6844 1.7974
C 4.5962 2.2002 0.6878
N 4.4366 3.5219 0.4574
C 4.9536 4.3635 1.3787
C 5.6231 3.9438 2.5169
H 6.2874 2.2096 3.6089
H 5.3433 0.6132 1.9329
H 4.1735 1.5448 -0.0681
H 4.8101 5.4204 1.1717
H 6.0199 4.6648 3.2226
C -1.0831 -4.3855 2.1690
C -1.0025 -3.5688 3.2919
C -1.3799 -2.2414 3.1657
N -1.8191 -1.6916 2.0124
C -1.8849 -2.5088 0.9389
C -1.5334 -3.8488 0.9672
H -0.7971 -5.4316 2.2296
H -0.6546 -3.9564 4.2427
H -1.3380 -1.5646 4.0141
H -2.2387 -2.0423 0.0237
H -1.6082 -4.4590 0.0743
C -1.5422 -7.3103 7.9028
C -0.5257 -6.4316 8.2619
C 0.3235 -5.9703 7.2687
N 0.2243 -6.3277 5.9696
C -0.7712 -7.1834 5.6517
C -1.6712 -7.6955 6.5724
H -2.2281 -7.6921 8.6535
H -0.3978 -6.1130 9.2902
H 1.1303 -5.2803 7.4982
H -0.8282 -7.4569 4.6018
H -2.4532 -8.3785 6.2603
```

Electronic energy   -1815.678461 a.u.
Structure (SMILES)   CC[C@@H](F)[C@](C#N)(CCOC(C)=O)[C@](N)(C#N)CC(=O)O.c1ccncc1.c1ccncc1.c1ccncc1
Frontier orbital gap   9.29 eV
Total charge   0
E_HOMO   -0.3595 Ha

Entry 7:
Formula: C6H12N3
Source: OMol25
Level of theory: ωB97M-V/def2-TZVPD

XYZ file:
```
21
Properties=species:S:1:pos:R:3
C -1.4689 -1.2150 1.7411
C -0.1891 -1.3475 1.2657
C 2.1744 -1.7213 0.3710
C -2.3780 -0.3844 1.0768
C -2.3030 0.1187 -0.2929
C 0.5529 1.0628 -1.8346
N 0.8292 -1.6518 0.8359
N 1.1472 1.1744 -0.6972
N 1.8434 2.2699 -0.3991
H -1.5492 -1.1127 2.8491
H 2.5494 -2.4676 0.9793
H 2.0690 -2.0581 -0.6018
H -3.2017 -0.1194 1.6024
H -2.7636 -0.5980 -0.9430
H -1.2585 0.2650 -0.6687
H -2.8052 1.1309 -0.4108
H 0.4019 1.7941 -2.6631
H 0.2177 0.0626 -1.9975
H 2.5316 -0.7366 0.3650
H 1.7387 3.0451 -1.0790
H 1.8616 2.4891 0.5016
```

Electronic energy   -399.700137 a.u.
Frontier orbital gap   7.88 eV
Total charge   +1
E_HOMO   -0.4543 Ha

Entry 8:
Formula: C32H15Cl2F5MnN6O3S3
Source: OMol25
Level of theory: ωB97M-V/def2-TZVPD

XYZ file:
```
67
Properties=species:S:1:pos:R:3
Mn -0.2438 -0.0881 -0.3822
Cl -3.3212 -5.1939 -3.6854
C -2.8625 -3.6019 -3.1647
C -1.8199 -3.4821 -2.2540
C -1.4301 -2.2257 -1.8291
N -0.4006 -1.9333 -0.9067
C 0.3873 -2.8553 -0.3123
O 0.3954 -4.0612 -0.4661
C 1.3527 -2.2015 0.6470
C 2.2041 -2.9417 1.4352
C 3.0433 -2.2736 2.3117
C 2.9967 -0.8888 2.3653
C 2.1081 -0.2239 1.5465
N 1.3080 -0.8706 0.7010
C -2.0854 -1.0832 -2.3038
C -3.1251 -1.2092 -3.2085
C -3.5086 -2.4744 -3.6394
Cl -4.8097 -2.5933 -4.7836
N -1.5758 0.1218 -1.7581
C -1.9500 1.3568 -2.1700
O -2.7841 1.6469 -3.0059
C -1.1865 2.4388 -1.4498
C -1.4587 3.7724 -1.6733
C -0.7205 4.7191 -0.9861
C 0.2589 4.2934 -0.1006
C 0.4614 2.9399 0.0631
N -0.2459 2.0318 -0.6023
H -1.3207 -4.3609 -1.8833
H 2.1839 -4.0179 1.3373
H 3.7257 -2.8232 2.9485
H 3.6383 -0.3249 3.0278
H 2.0365 0.8533 1.5557
H -3.6321 -0.3346 -3.5786
H -2.2371 4.0241 -2.3795
H -0.9014 5.7762 -1.1380
H 0.8695 4.9954 0.4499
H 1.2215 2.5708 0.7356
F -5.9857 0.5032 3.8637
C -4.7794 0.4967 3.2726
C -4.4705 -0.4415 2.3057
F -5.3810 -1.3590 1.9599
C -3.2292 -0.4344 1.7063
F -2.9617 -1.3744 0.7812
C -2.2262 0.5025 2.0153
O -1.0500 0.5277 1.4622
C -2.5895 1.4334 2.9985
F -1.6990 2.3736 3.3605
C -3.8252 1.4309 3.6134
F -4.1071 2.3498 4.5507
S 6.8216 -2.4007 -2.1049
C 5.6603 -1.2150 -1.9602
S 4.0507 -1.4336 -2.5550
C 3.5438 0.1398 -1.9384
N 4.5185 0.7536 -1.3479
N 5.7035 0.0135 -1.3820
C 6.8351 0.6695 -0.7996
C 8.1424 0.3032 -1.0990
C 9.2015 0.9876 -0.5143
C 8.9820 2.0344 0.3657
C 7.6748 2.4016 0.6573
C 6.6081 1.7311 0.0826
S 1.9397 0.7016 -2.1184
H 8.3370 -0.5076 -1.7815
H 10.2136 0.6899 -0.7609
H 9.8161 2.5609 0.8141
H 7.4796 3.2223 1.3378
H 5.5918 2.0223 0.2935
```

2S+1   5
Electronic energy   -5548.194690 a.u.
Frontier orbital gap (spin up / spin down)   6.79 / 6.95 eV
Total charge   -1
E_HOMO (spin up / spin down)   -0.1934 / -0.1978 Ha

Entry 9:
Formula: C20H34CsN10S5Sb
Source: OMol25
Level of theory: ωB97M-V/def2-TZVPD

XYZ file:
```
71
Properties=species:S:1:pos:R:3
Cs 2.7914 0.5485 -2.0658
C 1.4353 4.3590 1.1139
C 2.5680 3.8365 1.9117
N 2.7608 3.9548 3.1959
N 3.9257 3.2626 3.4127
C 4.4497 2.7092 2.3018
S 5.8037 1.7217 2.1653
N 3.5869 3.1118 1.3436
N 3.5311 2.6641 0.0212
H 0.7253 4.8572 1.7713
H 0.9540 3.5559 0.5447
H 1.8144 5.0410 0.3420
H 4.3231 3.1833 4.3288
H 4.4880 2.3841 -0.2066
H 3.3835 3.5217 -0.5823
C -1.6884 0.7661 -4.3155
N -1.2062 -0.5348 -3.8353
C 0.1902 -0.7622 -4.1830
C -1.6131 -1.0125 -2.6206
N -0.7773 -1.5466 -1.7935
C -1.1687 -2.5132 -0.8750
C -1.8754 -3.6515 -1.2801
C -2.1245 -4.7119 -0.4191
C -1.6486 -4.6653 0.8835
C -0.9568 -3.5400 1.3134
C -0.7351 -2.4422 0.4765
N 0.0154 -1.3331 0.8734
C -0.0588 -0.8210 2.0523
N 0.9511 -0.0074 2.5122
C 2.1158 0.1635 1.6549
C 0.6127 1.2302 3.2076
N -1.0946 -1.0054 2.9710
C -2.4588 -1.2044 2.5616
C -0.8174 -1.2980 4.3550
N -2.9707 -0.8552 -2.3546
C -3.4206 -0.6425 -1.0051
C -3.9833 -1.1640 -3.3293
H -1.7117 0.7538 -5.4073
H -1.0264 1.5634 -3.9538
H -2.6889 0.9654 -3.9401
H 0.3051 -0.6299 -5.2591
H 0.4948 -1.7618 -3.8844
H 0.7943 -0.0169 -3.6684
H -2.1980 -3.7062 -2.3144
H -2.6635 -5.5819 -0.7754
H -1.8010 -5.4997 1.5577
H -0.5651 -3.5016 2.3241
H 2.3611 -0.7734 1.1642
H 2.9624 0.4725 2.2720
H 1.9385 0.9397 0.9060
H -0.2702 1.1109 3.8277
H 0.4236 2.0353 2.4892
H 1.4515 1.5341 3.8351
H -2.5821 -0.9111 1.5256
H -3.1161 -0.5845 3.1814
H -2.7774 -2.2504 2.6544
H 0.2416 -1.1628 4.5599
H -1.0913 -2.3365 4.5917
H -1.3894 -0.6442 5.0240
H -2.6109 -0.1976 -0.4322
H -3.7482 -1.5677 -0.5105
H -4.2599 0.0601 -1.0158
H -3.5250 -1.3041 -4.3051
H -4.7203 -0.3565 -3.4066
H -4.5199 -2.0861 -3.0607
S 3.3322 5.3269 -1.6409
Sb 2.1490 4.1619 -3.3723
S 3.8104 2.6193 -4.2132
S 0.5222 2.7570 -2.1278
S 1.9706 -3.5019 -0.9021
C 2.6803 -3.0849 -2.1716
```

Electronic energy   -3581.391017 a.u.
Frontier orbital gap   3.55 eV
Total charge   -2
E_HOMO   -0.0003 Ha